Run a
{"formula": "C5H9NO3", "method": "the ωB97M-V functional and the def2-TZVPD basis", "molar_mass_da": 131.13, "spin_multiplicity": 1, "orbital_gap_ev": 9.30, "elements": ["O", "O", "O", "N", "C", "C", "C", "C", "C", "H", "H", "H", "H", "H", "H", "H", "H", "H"], "xyz": [[0.6422, -1.7863, -0.1184], [-1.1150, 0.5961, 1.8660], [1.0967, 0.2698, 2.0591], [-0.3465, 1.7581, -0.6142], [0.3221, 0.6226, -0.5337], [1.7265, 0.6193, -1.0684], [-0.2055, -0.7139, -0.0935], [0.1071, 0.3174, 1.3698], [-1.6143, -1.0573, -0.4620], [-1.0115, 0.9157, 2.7753], [-1.3329, 1.6710, -0.3775], [-1.6181, -1.7490, -1.3042], [1.7416, 0.0571, -2.0023], [-2.1064, -1.5217, 0.3963], [-2.2281, -0.1909, -0.7217], [2.0600, 1.6493, -1.1720], [2.4543, 0.1329, -0.4129], [1.4277, -1.5903, 0.4142]]}

Run b
{"formula": "C5H9NO3", "method": "the ωB97M-V functional and the def2-TZVPD basis", "smiles": "CC(=O)C=O.CC(N)=O", "molar_mass_da": 131.13, "spin_multiplicity": 1, "orbital_gap_ev": 9.56, "elements": ["O", "O", "O", "N", "C", "C", "C", "C", "C", "H", "H", "H", "H", "H", "H", "H", "H", "H"], "xyz": [[-0.0890, 2.2197, 0.0802], [-1.0008, -2.0859, -0.4873], [1.6325, -1.3713, 0.4560], [1.3890, 1.0669, 1.3807], [-0.8106, -0.1380, -1.9257], [0.1925, 1.4039, 0.9196], [1.0657, -1.3780, -0.6270], [-0.4001, -1.0707, -0.8360], [-0.9777, 0.3470, 1.4575], [1.6335, -1.5104, -1.5612], [1.6008, -0.0157, 1.5310], [-1.0867, 0.8087, 2.4401], [-0.6661, 0.8930, -1.5920], [-0.1955, -0.2936, -2.8128], [-1.9289, 0.4374, 0.9530], [-0.6631, -0.6661, 1.6969], [-1.8605, -0.2898, -2.1692], [2.1651, 1.6430, 1.0962]]}

Run c
{"formula": "C5H9NO3", "method": "the ωB97M-V functional and the def2-TZVPD basis", "molar_mass_da": 131.13, "spin_multiplicity": 1, "orbital_gap_ev": 9.36, "elements": ["O", "O", "O", "N", "C", "C", "C", "C", "C", "H", "H", "H", "H", "H", "H", "H", "H", "H"], "xyz": [[-0.5103, -1.2248, -2.0831], [-2.1557, 1.8480, -0.9113], [0.0330, 1.3794, -1.0762], [1.1721, -1.0646, -0.5602], [-1.0800, 1.1601, -0.5171], [-0.0260, -0.7502, -1.0982], [-0.7644, -0.2483, 1.5706], [2.1090, -0.2364, 0.1777], [-1.3172, -0.0690, 0.1743], [-1.8784, 2.4965, -1.5808], [-0.4077, -1.2688, 1.7271], [2.2689, -0.6380, 1.1808], [3.0662, -0.2095, -0.3466], [1.7335, 0.7806, 0.2379], [0.0667, 0.4232, 1.7779], [1.5565, -1.8940, -0.9897], [-1.5441, -0.0321, 2.3029], [-2.3221, -0.4521, 0.0141]]}

Computed energies relative to the best structure, in kcal/mol: run a 14.5; run b 5.5; run c 0.0

Run a
{"formula": "C5H9NO3", "method": "the ωB97M-V functional and the def2-TZVPD basis", "smiles": "C[C@H]1O[C@@]1(C)C[N+](=O)[O-]", "molar_mass_da": 131.13, "spin_multiplicity": 1, "orbital_gap_ev": 10.42, "elements": ["O", "O", "O", "N", "C", "C", "C", "C", "C", "H", "H", "H", "H", "H", "H", "H", "H", "H"], "xyz": [[-2.1771, -0.7352, 1.5873], [1.8007, 0.1551, 0.2632], [-2.1955, -0.6637, -0.5779], [-1.6450, -0.8906, 0.4984], [-0.1900, 1.6452, 1.2589], [0.8298, -0.6506, -1.8533], [0.7017, 1.0819, 0.1244], [0.6081, -0.2855, -0.3638], [-0.2355, -1.3704, 0.4035], [-0.1806, 1.0338, 2.1684], [0.2508, -1.5451, 1.3582], [0.0104, -2.3344, -0.1871], [-1.2381, 1.7605, 0.8908], [0.8683, 0.4299, -2.1944], [0.2419, 2.5924, 1.5641], [0.9403, 2.0173, -0.5350], [-0.1124, -1.0179, -2.2979], [1.7223, -1.2228, -2.1076]]}

Run b
{"formula": "C5H9NO3", "method": "the ωB97M-V functional and the def2-TZVPD basis", "smiles": "CC(C)(/C=N\\O)C(=O)O", "molar_mass_da": 131.13, "spin_multiplicity": 1, "orbital_gap_ev": 10.18, "elements": ["O", "O", "O", "N", "C", "C", "C", "C", "C", "H", "H", "H", "H", "H", "H", "H", "H", "H"], "xyz": [[2.1693, 1.0392, -0.1384], [0.3599, -2.4932, -0.2788], [1.1078, -0.0340, -1.7809], [0.7198, -1.8820, 0.9185], [-1.3888, -0.1153, -0.6865], [0.3142, -0.6761, 1.1202], [-0.2630, 0.3544, 0.2128], [1.2205, 0.4063, -0.5221], [-0.5546, 1.6617, 0.9296], [0.3284, 2.0252, 1.4524], [-1.1608, -1.0493, -1.1891], [-1.3511, 1.5168, 1.6592], [0.5659, -0.3282, 2.1162], [1.9272, 0.1608, -2.2634], [0.7139, -3.3909, -0.1977], [-1.5591, 0.6232, -1.4689], [-2.2910, -0.2375, -0.0889], [-0.8585, 2.4189, 0.2060]]}

Run c
{"formula": "C5H9NO3", "method": "the ωB97M-V functional and the def2-TZVPD basis", "smiles": "CO[C@@H]1ON=C[C@@]1(C)O", "molar_mass_da": 131.13, "spin_multiplicity": 1, "orbital_gap_ev": 10.16, "elements": ["O", "O", "O", "N", "C", "C", "C", "C", "C", "H", "H", "H", "H", "H", "H", "H", "H", "H"], "xyz": [[0.9588, 1.1071, -1.1736], [-1.4512, -0.7954, 0.4248], [0.3264, -2.0567, 0.0327], [1.6591, -1.9117, -0.0219], [-2.4185, -0.1950, -0.3541], [-0.2209, -0.7875, -0.2840], [0.5660, 1.0483, 1.1942], [2.0300, -0.6854, -0.0630], [0.8588, 0.2913, -0.0293], [-0.4762, -0.8816, -1.3501], [3.1198, -0.4270, -0.1301], [-3.4190, -0.0680, 0.1973], [1.7599, 1.6785, -1.1329], [-0.1519, 1.8196, 1.0171], [0.1529, 0.3340, 2.0194], [-2.1539, 0.8535, -0.7682], [-2.5461, -0.8710, -1.2558], [1.4057, 1.5469, 1.6776]]}

Computed energies relative to the best structure, in kcal/mol: run a 62.5; run b 0.0; run c 27.5